C6H15NO | ωB97M-V/def2-TZVPD

The HOMO energy is -0.32913 hartree. The SMILES is C=C(CC)CCN.O. The value obtained for the relative energy (zero: lowest compared OMol25 entry of this formula, charge and spin) is 208.9 kJ/mol. For the lowest unoccupied orbital energy, the calculation gives 0.0299 hartree. The value obtained for the frontier orbital gap is 0.3591 hartree. As for the multiplicity: 1.

Element x y z (Å)
C1 0.48375 -1.08537 -1.17261
C2 -0.32594 -0.66988 -0.20705
C3 0.08149 -1.02468 1.19123
C4 0.75915 -2.34340 1.49013
C5 -1.48130 0.28762 -0.41810
C6 -1.19810 1.80481 -0.24141
N1 -0.96565 2.53193 -1.47893
H1 0.29737 -0.79221 -2.19564
H2 1.44019 -1.48980 -0.92690
H3 -0.87409 -0.98943 1.80230
H4 0.56072 -0.21935 1.79645
H5 1.62484 -2.58928 0.91339
H6 0.92607 -2.32386 2.56475
H7 0.22385 -3.28374 1.27099
H8 -2.31394 -0.01258 0.22806
H9 -1.78414 0.21478 -1.47731
H10 -0.28699 1.87813 0.38045
H11 -2.04940 2.33026 0.20353
H12 -1.69676 2.35997 -2.15598
H13 -0.06307 2.33179 -1.89211
O1 2.17492 1.41646 0.10938
H14 2.86984 0.90371 -0.31312
H15 1.59719 0.76413 0.52850

Force components x, y, z for each atom (eV/Å):
C -0.56 0.98 -0.56
C 0.94 0.63 0.14
C -2.33 0.52 1.94
C -0.53 -0.84 0.19
C -0.41 -0.47 -0.65
C 0.65 -0.16 0.02
N 0.45 0.13 0.00
H 0.03 -0.17 -0.20
H 0.31 -0.73 -0.08
H 0.60 -0.49 -0.61
H 0.37 -0.15 -0.87
H 1.22 0.66 -0.01
H 0.57 -0.36 -0.03
H -0.83 0.73 0.15
H -0.01 0.00 -0.14
H -0.21 -0.34 0.44
H -0.63 0.54 -0.09
H 0.20 -0.45 0.46
H 0.05 -0.04 -0.03
H -0.08 -0.11 0.02
O 0.01 0.10 0.15
H -0.03 -0.03 0.00
H 0.22 0.06 -0.23

C10H20N2 | ωB97M-V/def2-TZVPD

The HOMO energy is -0.31693 hartree. The SMILES is CC(=N\C(C)C)/C(C)=N/C(C)C. The value obtained for the relative energy (zero: lowest compared OMol25 entry of this formula, charge and spin) is 98.9 kJ/mol. For the lowest unoccupied orbital energy, the calculation gives 0.0238 hartree. The value obtained for the frontier orbital gap is 0.3407 hartree. As for the multiplicity: 1.

Element x y z (Å)
C1 -1.89678 0.19439 0.58118
C2 -0.53875 0.56324 -0.01945
N1 -0.14705 1.74445 -0.19133
C3 -0.96951 2.90605 -0.11747
C4 -1.09909 3.34895 1.34904
C5 -0.50113 4.10991 -0.94832
C6 0.34656 -0.65501 -0.10180
C7 1.75020 -0.53726 -0.67151
N2 -0.17567 -1.82976 0.18548
C8 0.38179 -3.17158 0.09715
C9 0.67314 -3.51403 -1.40571
C10 1.63500 -3.37123 1.01031
H1 -1.71151 -0.39990 1.51146
H2 -2.52264 1.02155 0.91148
H3 -2.44224 -0.36169 -0.15851
H4 -2.04011 2.77147 -0.48229
H5 -1.34941 2.46199 1.99112
H6 -0.23996 4.01989 1.65676
H7 -1.97079 3.97000 1.51444
H8 0.13171 4.69382 -0.33306
H9 0.05400 3.84450 -1.83331
H10 -1.40905 4.69536 -1.27979
H11 2.43590 -1.08867 -0.01712
H12 1.88569 -0.72869 -1.67598
H13 2.08220 0.48916 -0.50934
H14 -0.44706 -3.82572 0.41134
H15 1.60386 -3.22165 -1.70526
H16 0.00002 -3.10656 -2.10374
H17 0.63907 -4.63589 -1.54873
H18 1.90057 -2.55234 1.68480
H19 2.55690 -3.63434 0.50979
H20 1.38412 -4.20040 1.68841

Force components x, y, z for each atom (eV/Å):
C 0.23 0.13 0.72
C -1.61 -0.53 2.19
N 1.72 -0.15 -1.44
C -2.30 0.83 0.16
C 0.02 -0.02 0.77
C -1.22 -0.33 -0.55
C 0.36 -3.53 -1.06
C 0.14 1.66 3.46
N -0.26 3.28 0.03
C 0.81 0.95 -1.19
C -1.31 -2.75 1.87
C -0.73 -0.77 0.75
H -0.23 0.12 -1.09
H 0.25 0.31 -0.39
H -0.40 -0.64 0.02
H 1.10 -0.70 0.40
H 1.02 0.85 -0.27
H -0.63 -1.38 0.02
H -0.32 0.39 -0.42
H 0.68 0.97 0.42
H 0.11 -0.33 -0.34
H 1.07 -0.42 0.49
H -0.15 -0.40 -0.54
H -0.01 -0.82 -2.09
H -0.12 0.24 -0.23
H 0.52 0.18 0.12
H 2.67 0.92 -0.56
H -1.28 0.64 -0.54
H 0.03 1.08 0.23
H -0.49 0.24 -0.30
H 0.03 -0.11 -0.51
H 0.31 0.08 -0.17

C4H7ClOS | ωB97M-V/def2-TZVPD

The HOMO energy is -0.31527 hartree. The SMILES is CC(O)=S.C=CCl. The value obtained for the relative energy (zero: lowest compared OMol25 entry of this formula, charge and spin) is 125.2 kJ/mol. For the lowest unoccupied orbital energy, the calculation gives 0.0228 hartree. The value obtained for the frontier orbital gap is 0.3380 hartree. As for the multiplicity: 1.

Element x y z (Å)
C1 1.41517 -0.78208 1.48452
C2 1.73733 -0.27605 0.10249
O1 1.03331 0.80212 -0.26806
S1 2.83227 -0.93200 -0.90333
H1 2.01732 -1.65543 1.72815
H2 1.61066 0.00334 2.22540
H3 0.35474 -1.05208 1.54585
H4 0.42782 1.06612 0.44120
C3 -3.95168 0.56442 0.62063
C4 -2.70233 0.12697 0.61496
Cl1 -1.51242 0.67398 -0.52108
H5 -4.30921 1.29873 -0.09283
H6 -4.64952 0.18252 1.35942
H7 -2.31437 -0.60540 1.31341

Force components x, y, z for each atom (eV/Å):
C 0.10 -0.04 0.02
C 0.16 0.05 -0.12
O 1.25 0.02 0.36
S -0.19 0.03 0.18
H -0.07 0.12 -0.06
H -0.04 -0.07 -0.11
H 0.07 0.05 -0.04
H 0.18 -0.03 -0.14
C 0.19 -0.11 0.06
C -0.48 0.12 0.00
Cl -1.25 -0.16 -0.05
H 0.07 -0.09 0.06
H 0.11 0.05 -0.09
H -0.08 0.06 -0.08

C2H5Cl2P | ωB97M-V/def2-TZVPD

The HOMO energy (alpha / beta) is -0.35209 / -0.28714 hartree. The value obtained for the relative energy (zero: lowest compared OMol25 entry of this formula, charge and spin) is 305.4 kJ/mol. For the lowest unoccupied orbital energy (alpha / beta), the calculation gives -0.0682 / -0.1170 hartree. The value obtained for the frontier orbital gap (alpha / beta) is 0.2838 / 0.1701 hartree. As for the multiplicity: 1.

Element x y z (Å)
C1 -1.62584 0.75364 -0.05440
C2 0.89684 -0.11634 -0.91194
P1 -0.18427 0.08039 0.54430
Cl1 1.22862 -2.89708 2.39953
Cl2 0.50664 1.09713 2.04522
H1 -2.21470 1.15639 0.64885
H2 -1.97434 0.58461 -1.03470
H3 1.52737 -0.95145 -0.59346
H4 0.16443 -0.30389 -1.77654
H5 1.67525 0.59660 -1.26688

Force components x, y, z for each atom (eV/Å):
C 3.07 -1.27 -0.37
C 0.51 -0.43 -0.70
P -0.82 -0.57 -2.12
Cl -0.36 0.71 -0.51
Cl 0.57 0.78 0.98
H -2.47 1.50 2.24
H -0.31 -0.34 -0.85
H -0.38 -0.54 -0.71
H 1.25 -0.20 1.33
H -1.06 0.37 0.71

C8H15N2OS | ωB97M-V/def2-TZVPD

The HOMO energy (alpha / beta) is -0.36930 / -0.36950 hartree. The value obtained for the relative energy (zero: lowest compared OMol25 entry of this formula, charge and spin) is 303.5 kJ/mol. For the lowest unoccupied orbital energy (alpha / beta), the calculation gives -0.1290 / -0.1291 hartree. The value obtained for the frontier orbital gap (alpha / beta) is 0.2403 / 0.2404 hartree. As for the multiplicity: 1. Its charge is +1.

Element x y z (Å)
C1 2.05327 -0.36365 0.97401
C2 3.36891 0.40018 -0.90882
C3 1.26341 -0.04964 -0.12418
C4 -2.48947 -0.86329 0.29842
C5 -0.62088 -2.49401 0.03242
C6 -0.80135 2.04370 0.77363
C7 -0.98197 -1.06660 0.47032
C8 -0.13449 -0.07832 -0.30733
N1 2.06549 0.39230 -1.16335
N2 -0.09025 3.02607 0.20591
O1 -0.49871 0.22671 -1.61815
S1 3.71018 -0.11828 0.65027
H1 1.72075 -0.74026 1.91853
H2 4.11163 0.69023 -1.62561
H3 -3.01011 -1.51129 0.99986
H4 -2.82549 -1.13696 -0.70200
H5 -2.79615 0.15624 0.51005
H6 0.42598 -2.70928 0.22994
H7 -0.80344 -2.62297 -1.03251
H8 -1.22893 -3.21416 0.57185
H9 -0.50948 1.70134 1.75000
H10 -1.82628 1.95353 0.46995
H11 -0.73908 -0.95282 1.52927
H12 1.63709 0.60657 -2.05542
H13 0.83646 3.25381 0.52546
H14 -0.41087 3.47506 -0.63450
H15 -1.42622 -0.00421 -1.73799

Force components x, y, z for each atom (eV/Å):
C 0.01 0.13 -0.30
C 0.21 -0.15 0.44
C 0.02 0.03 0.28
C 0.30 0.11 0.21
C -0.07 0.08 0.26
C 1.22 -1.16 -1.00
C 0.24 -0.38 -0.58
C -1.42 1.67 1.36
N 0.10 -0.03 0.20
N -0.12 -0.04 0.15
O 0.21 -0.24 -0.23
S -0.48 0.19 -0.65
H -0.02 -0.10 0.21
H 0.11 0.09 -0.15
H -0.09 -0.06 -0.06
H -0.04 -0.03 -0.09
H -0.12 0.08 -0.01
H 0.11 -0.09 0.00
H -0.03 -0.02 -0.11
H -0.03 -0.19 0.03
H 0.03 0.02 0.21
H -0.17 -0.05 -0.06
H 0.03 0.06 0.04
H 0.08 0.04 -0.10
H -0.08 0.01 0.01
H 0.00 -0.01 0.00
H 0.02 0.04 -0.09

C14H19AuN2O4P | ωB97M-V/def2-TZVPD

The HOMO energy (alpha / beta) is 0.03297 / 0.02401 hartree. The value obtained for the relative energy (zero: lowest compared OMol25 entry of this formula, charge and spin) is 0.0 kJ/mol. For the lowest unoccupied orbital energy (alpha / beta), the calculation gives 0.1921 / 0.1903 hartree. The value obtained for the frontier orbital gap (alpha / beta) is 0.1591 / 0.1663 hartree. As for the multiplicity: 2. Its charge is -2.

Element x y z (Å)
Au1 0.59312 0.04779 -0.38125
O1 -0.01269 -1.05382 -2.15937
N1 0.93641 -1.43883 -3.04984
C1 0.52269 -2.28447 -4.06230
C2 1.39827 -2.68464 -5.03054
C3 2.75166 -2.28193 -5.00804
C4 3.15875 -1.51082 -3.87883
C5 2.26628 -1.12036 -2.92532
H1 -0.51579 -2.57136 -4.01091
H2 1.01983 -3.33977 -5.80820
H3 3.44559 -2.57189 -5.78412
H4 4.19447 -1.22950 -3.73221
H5 2.51927 -0.55474 -2.03899
N2 0.98105 0.91745 1.36910
C6 1.96126 1.77947 1.51114
C7 2.26698 2.30845 2.83245
C8 3.29853 3.18390 3.07938
C9 4.13948 3.66120 2.06112
C10 3.86064 3.20277 0.76582
C11 2.83381 2.32673 0.48536
H6 1.63718 1.95907 3.64579
H7 3.46284 3.51305 4.10546
H8 4.95371 4.34705 2.26386
H9 4.47463 3.55220 -0.06359
H10 2.65172 2.00646 -0.53588
C12 -2.68714 -3.61429 -1.15239
O2 -2.86794 -2.86369 0.03695
P1 -1.65465 -1.80007 0.34736
O3 -0.51442 -2.93873 0.64201
C13 0.45968 -2.70422 1.65898
O4 -2.11853 -1.45440 1.86772
C14 -1.95061 -0.09958 2.32443
H11 -2.61237 -4.67469 -0.90309
H12 -1.78339 -3.32619 -1.69828
H13 -3.54576 -3.46072 -1.81000
H14 1.32399 -3.32351 1.42068
H15 0.05507 -2.99272 2.63251
H16 0.77744 -1.65777 1.69369
H17 -0.96104 0.31115 2.08488
H18 -2.08391 -0.12959 3.40624
H19 -2.72740 0.53772 1.89268

Force components x, y, z for each atom (eV/Å):
Au 0.05 0.13 -0.28
O 0.22 0.11 0.17
N -0.18 -0.01 0.13
C 0.14 -0.04 -0.17
C -0.08 0.01 0.09
C 0.01 0.02 -0.03
C -0.03 0.02 0.09
C 0.01 -0.08 -0.16
H -0.01 0.02 -0.01
H 0.02 0.02 -0.02
H 0.02 -0.03 0.02
H 0.01 0.00 -0.04
H -0.01 0.02 0.00
N 0.06 -0.09 -0.09
C -0.01 0.06 0.07
C 0.01 0.00 -0.02
C -0.01 0.01 0.02
C -0.08 -0.08 -0.02
C 0.00 0.01 -0.05
C 0.02 -0.02 0.09
H 0.02 0.00 0.02
H 0.01 0.01 -0.01
H 0.00 0.01 0.00
H 0.01 0.00 0.01
H 0.02 0.00 -0.01
C -0.02 -0.05 -0.12
O -0.40 -0.37 -0.02
P 0.27 0.51 -0.04
O 0.07 -0.20 0.20
C 0.03 0.04 -0.05
O -0.11 -0.08 0.20
C -0.06 0.04 -0.03
H 0.02 -0.02 0.00
H 0.00 0.06 0.03
H -0.05 -0.01 -0.01
H 0.02 -0.01 0.00
H 0.01 -0.01 0.01
H 0.00 0.00 0.00
H 0.01 -0.04 0.03
H 0.01 0.01 0.02
H -0.02 0.01 -0.01